# 1
Formula: C3H7NO4
Source: OMol25
Level of theory: the ωB97M-V functional and the def2-TZVPD basis

Each line ends with the Mulliken charge.
Cartesian coordinates (Å):
O1 -2.56896 0.09883 0.34382  -0.66
O2 0.37497 1.64130 1.41175  -0.73
O3 0.35382 -1.45352 -1.60819  -0.60
O4 0.08086 -2.73014 0.19906  -0.45
N1 0.42310 -0.48817 0.49054  0.06
C1 0.31405 -1.49841 -0.39312  0.46
C2 1.09085 1.41430 -0.99647  -1.12
C3 0.59848 0.95620 0.33696  0.04
H1 0.03318 -2.66548 1.17138  0.27
H2 0.47390 1.07087 -1.81935  0.19
H3 -1.72236 0.58407 0.36984  0.36
H4 1.19654 2.49132 -0.98536  0.39
H5 -2.92822 0.26089 1.22554  0.30
H6 0.17658 -0.69632 1.44468  0.20
H7 2.10317 1.01426 -1.19109  0.27

Forces on atoms 1 to 2 (eV/Å):
O -0.053 0.230 0.384
O 0.435 -0.257 -0.518

Calculated values
Total energy = -12904.8135 eV
Energy above the lowest of the compared OMol25 structures with the same formula, charge and spin = 0.0 kcal per mole
Orbital gap (alpha / beta) = 3.72 / 8.24 eV
E_HOMO (alpha / beta) = -0.022 / -4.753 eV
2S+1 = 2
Charge = -1
Lowest unoccupied orbital energy (alpha / beta) = 3.701 / 3.482 eV
M = 121.1 Da
Max |F| = 1.5 eV/Å

=====

# 2
Formula: C2H6N2S
Source: OMol25
Level of theory: the ωB97M-V functional and the def2-TZVPD basis

Each line ends with the Mulliken charge.
Cartesian coordinates (Å):
S1 -0.41502 0.48347 -1.28430  -0.16
N1 0.45076 0.13196 0.14904  -0.10
N2 -0.90286 -1.70617 0.61329  -0.59
C1 0.07759 -0.94349 0.91139  0.16
C2 1.17190 1.21931 0.76658  -0.75
H1 1.87349 0.81430 1.56815  0.30
H2 -1.62938 0.71589 -0.74449  0.13
H3 1.79684 1.73670 0.01114  0.23
H4 -0.98815 -2.47580 1.28138  0.23
H5 0.50845 1.92126 1.23080  0.32
H6 0.74676 -1.08327 1.79770  0.22

Forces on atoms 1 to 2 (eV/Å):
S 0.161 -0.072 0.271
N -0.264 -0.010 -0.547

Calculated values
Total energy = -15985.7874 eV
Energy above the lowest of the compared OMol25 structures with the same formula, charge and spin = 23.3 kcal per mole
Orbital gap = 9.83 eV
E_HOMO = -8.973 eV
2S+1 = 1
Lowest unoccupied orbital energy = 0.855 eV
M = 90.2 Da
Max |F| = 1.9 eV/Å

=====

# 3
Formula: C32H20F18IrNO3
Source: OMol25
Level of theory: the ωB97M-V functional and the def2-TZVPD basis

Each line ends with the Mulliken charge.
Cartesian coordinates (Å):
Ir1 -0.25638 -0.50799 0.63497  3.09
F1 3.03798 1.86343 -2.22723  -0.32
F2 -4.70523 -0.13459 -0.18304  -0.26
F3 -2.37687 -4.02826 0.91705  -0.28
F4 -0.76724 -5.43847 1.22819  -0.33
F5 4.86852 0.57442 -0.76412  -0.29
F6 3.99736 -1.38884 -0.73834  -0.25
F7 -0.14481 -3.86413 -2.59328  -0.26
F8 -5.40866 0.92283 1.56863  -0.29
F9 -3.67633 2.34300 2.86273  -0.34
F10 1.01183 1.12392 -2.16282  -0.17
F11 -2.02654 -4.43007 -1.70670  -0.26
F12 -0.66808 -3.46574 2.10656  -0.20
F13 -0.28301 -5.67597 -1.42797  -0.31
F14 -1.61739 1.73758 2.94371  -0.04
F15 2.62063 -0.20490 -2.70128  -0.29
F16 -3.15729 0.40079 3.66490  -0.30
F17 4.19704 -0.30139 1.10311  -0.23
F18 -4.58564 -1.04738 1.76401  -0.26
O1 -0.68992 -2.27594 -0.46846  -0.79
O2 1.64254 -0.66146 -0.08792  -0.80
O3 -2.22105 -0.47409 1.11600  -1.12
N1 -0.20369 1.46831 0.38726  0.13
C1 4.41667 4.33636 2.15699  -1.69
C2 -3.69685 2.59438 -0.21683  -0.86
C3 -1.04559 -4.12042 1.00208  0.47
C4 2.43560 0.40332 -0.36627  1.46
C5 1.81365 1.38516 6.75674  -0.54
C6 0.56369 -0.20526 3.62669  -0.17
C7 -1.32783 2.14677 -0.03974  0.21
C8 1.91579 4.07160 1.90974  -1.22
C9 0.94512 -0.02987 4.98516  -0.19
C10 -2.84447 1.27726 2.69799  0.38
C11 0.81625 3.36672 1.47353  0.18
C12 -0.30436 -3.54904 -0.23989  1.27
C13 0.93850 2.16806 0.75145  -0.37
C14 1.20515 -3.73764 -0.01604  -1.82
C15 0.80534 -1.05875 5.92905  -0.46
C16 3.20055 3.60747 1.64754  0.65
C17 -1.13855 3.24086 -0.91209  -0.07
C18 -3.49711 3.69064 -1.03987  0.62
C19 2.23666 1.68731 0.47408  -0.86
C20 1.45499 1.19988 5.43184  -0.29
C21 0.28258 -0.33741 2.45125  -0.25
C22 1.16652 -0.86782 7.25279  -0.49
C23 -2.66346 1.80511 0.28623  -1.00
C24 -4.42192 0.10299 1.10912  0.22
C25 1.67709 0.35312 7.67792  -0.38
C26 3.88201 -0.17150 -0.19433  0.03
C27 -4.66169 4.50089 -1.54744  -1.64
C28 -0.70298 -4.38251 -1.48629  0.51
C29 -2.18526 3.99620 -1.38848  -1.16
C30 3.32706 2.42648 0.93287  -0.54
C31 -2.95964 0.65040 1.26455  1.85
C32 2.27548 0.79795 -1.87291  0.51
H1 1.77508 4.98640 2.47812  0.30
H2 -0.18151 3.71824 1.70207  0.53
H3 1.04482 -1.67876 7.96248  0.34
H4 4.24856 5.41529 2.18304  0.40
H5 -1.98101 4.82862 -2.05592  0.31
H6 4.33046 2.08862 0.72042  0.41
H7 -4.34959 5.51385 -1.81002  0.39
H8 -5.44714 4.57534 -0.79264  0.37
H9 -4.71541 2.36542 0.06352  0.47
H10 -5.10997 4.05348 -2.44008  0.28
H11 1.73024 -3.51629 -0.94368  0.41
H12 0.40016 -2.00617 5.59791  0.48
H13 5.28508 4.14333 1.52473  0.39
H14 1.95694 0.50100 8.71444  0.35
H15 -0.12440 3.47697 -1.20739  0.51
H16 2.20185 2.34629 7.07558  0.36
H17 1.45034 -4.74481 0.32202  0.45
H18 1.55409 2.00384 4.71294  0.50
H19 4.67406 4.02099 3.17263  0.26
H20 1.53108 -3.00303 0.71871  0.27

Forces on atoms 1 to 2 (eV/Å):
Ir -0.222 -0.135 -1.012
F -0.030 -0.008 0.000

Calculated values
Total energy = -92899.0545 eV
Energy above the lowest of the compared OMol25 structures with the same formula, charge and spin = 0.0 kcal per mole
Orbital gap = 5.91 eV
E_HOMO = -1.445 eV
2S+1 = 1
Charge = -2
Lowest unoccupied orbital energy = 4.462 eV
M = 1000.7 Da
Max |F| = 1.0 eV/Å

=====

# 4
Formula: C5H11NOS
Source: OMol25
Level of theory: the ωB97M-V functional and the def2-TZVPD basis

Each line ends with the Mulliken charge.
Cartesian coordinates (Å):
S1 -2.99817 0.98391 1.35327  -0.34
O1 1.53863 -0.63363 1.44617  -0.64
N1 -0.51190 -0.16424 0.63490  0.03
C1 1.29920 -0.34232 -0.86639  -0.01
C2 2.72569 -0.54385 -1.14802  -1.18
C3 -1.48106 -0.22752 -0.39852  -0.57
C4 0.83011 -0.35815 0.47665  0.40
C5 -2.93893 -0.34791 0.14286  -0.66
H1 -1.23517 -0.99089 -1.13474  0.43
H2 -1.55245 0.71740 -0.94954  0.28
H3 -3.59845 -0.14244 -0.67987  0.36
H4 3.14960 -1.17586 -0.37501  0.33
H5 0.77262 2.14336 1.88399  -0.26
H6 -0.82846 0.37647 1.44802  0.20
H7 1.12569 2.48124 2.43780  0.24
H8 3.25548 0.41075 -1.13749  0.30
H9 2.83976 -1.00867 -2.13193  0.36
H10 0.71301 0.10432 -1.66821  0.39
H11 -3.10520 -1.28198 0.66606  0.35

Forces on atoms 1 to 2 (eV/Å):
S -0.190 -0.003 -0.194
O 0.570 0.506 -0.227

Calculated values
Total energy = -19730.8856 eV
Energy above the lowest of the compared OMol25 structures with the same formula, charge and spin = 143.2 kcal per mole
Orbital gap = 3.84 eV
E_HOMO = -7.575 eV
2S+1 = 1
Lowest unoccupied orbital energy = -3.731 eV
M = 133.2 Da
Max |F| = 1.8 eV/Å